# 1
Here is C3H4N2 in the gas phase in a non-equilibrium geometry from the OMol25 dataset. Energies are from ωB97M-V/def2-TZVPD.

Multiplicity: 1
Energy above the lowest of the compared OMol25 structures with the same formula, charge and spin: 14.4 kJ/mol
DFT total energy: -226.21968 a.u.
SMILES: c1c[nH]cn1
Frontier orbital gap: 9.80 eV
HOMO level: -8.8829 eV

Cartesian coordinates (Å):
C1 -0.299 -0.772 0.916
C2 -0.938 -0.290 -0.203
N1 0.004 0.508 -0.804
C3 1.129 0.459 -0.055
N2 0.979 -0.317 0.984
H1 -0.694 -1.576 1.517
H2 -1.977 -0.185 -0.472
H3 -0.204 1.135 -1.560
H4 2.001 1.037 -0.324

Cartesian forces (eV/Å) of the 2 atoms listed first:
-0.849 -0.812 -0.772
0.274 0.756 0.613



# 2
Here is 16 unconnected molecules or ions with the total composition C4H42N2O15 in a non-equilibrium geometry from the OMol25 dataset. Energies are from ωB97M-V/def2-TZVPD.

Multiplicity: 1
Energy above the lowest of the compared OMol25 structures with the same formula, charge and spin: 329.7 kJ/mol
DFT total energy: -1415.68218 a.u.
Frontier orbital gap: 9.66 eV
HOMO level: -9.6668 eV

Cartesian coordinates (Å):
C1 -0.204 -1.448 1.243
C2 -0.748 -1.204 -0.147
C3 -1.489 0.094 -0.561
C4 -3.180 0.909 -1.999
N1 -2.123 -0.115 -1.843
N2 0.798 -0.410 1.567
H1 -1.057 -1.415 1.938
H2 0.265 -2.425 1.250
H3 -1.408 -2.011 -0.420
H4 0.118 -1.182 -0.822
H5 -2.114 0.295 0.343
H6 -0.762 0.908 -0.505
H7 -2.875 1.892 -1.665
H8 -4.101 0.652 -1.464
H9 -3.467 0.971 -3.049
H10 -2.616 -1.002 -1.797
H11 0.267 0.459 1.691
H12 1.239 -0.718 2.422
H13 -1.525 -3.993 -0.845
H14 -0.044 -3.863 -1.402
O1 -0.981 -3.939 -1.633
H15 -3.228 -1.877 0.053
H16 -4.430 -2.743 0.403
O2 -3.768 -2.600 -0.282
H17 1.473 4.491 0.926
H18 0.870 4.583 -0.464
O3 0.626 4.589 0.467
H19 2.315 -2.988 -0.334
H20 2.632 -4.330 -0.887
O4 1.883 -3.838 -0.531
H21 1.671 0.231 -1.071
H22 1.621 0.903 0.269
O5 1.843 1.091 -0.667
H23 1.088 3.742 3.038
H24 2.372 2.987 2.676
O6 1.981 3.863 2.701
H25 -0.437 2.482 -4.496
H26 -0.567 1.405 -3.179
O7 -0.524 2.274 -3.578
H27 -1.824 3.350 -0.042
H28 -1.055 4.050 1.068
O8 -1.791 3.421 0.916
H29 -0.099 -2.427 -3.695
H30 -0.299 -0.981 -3.930
O9 0.408 -1.631 -3.912
H31 -1.036 2.382 2.026
H32 -1.012 1.719 3.416
O10 -0.458 1.859 2.638
H33 3.592 0.849 -0.439
H34 5.145 1.151 -0.414
O11 4.379 0.949 0.127
H35 2.689 -0.094 -4.768
H36 1.918 -0.666 -3.673
O12 2.635 -0.014 -3.812
H37 0.624 -1.440 4.259
H38 0.898 -2.912 4.663
O13 0.319 -2.346 4.170
H39 4.134 -1.487 -0.051
H40 2.799 -1.186 0.590
O14 3.194 -1.668 -0.144
H41 -2.767 0.615 4.337
H42 -1.756 -0.503 4.429
O15 -2.054 0.290 4.895

Cartesian forces (eV/Å) of the 2 atoms listed first:
-0.451 1.216 -0.507
0.734 0.712 -1.379



# 3
Here is 9 unconnected molecules or ions with the total composition H18O9 in a non-equilibrium geometry from the OMol25 dataset. Energies are from ωB97M-V/def2-TZVPD.

Multiplicity: 1
Energy above the lowest of the compared OMol25 structures with the same formula, charge and spin: 143.1 kJ/mol
DFT total energy: -687.97128 a.u.
SMILES: O.O.O.O.O.O.O.O.O
Frontier orbital gap: 10.73 eV
HOMO level: -10.5588 eV

Cartesian coordinates (Å):
O1 2.053 -1.558 1.205
H1 2.321 -1.745 0.306
H2 2.531 -0.747 1.375
O2 -0.212 1.421 -1.655
H3 0.629 1.586 -1.241
H4 -0.518 0.546 -1.547
O3 -0.703 -2.263 1.381
H5 -1.391 -1.584 1.230
H6 0.152 -1.792 1.406
O4 2.077 1.708 -0.046
H7 1.488 1.517 0.714
H8 2.405 2.615 -0.051
O5 -2.957 -0.730 0.486
H9 -2.912 0.243 0.539
H10 -2.621 -0.888 -0.403
O6 -0.276 1.650 1.785
H11 -0.178 1.757 2.739
H12 -0.916 0.965 1.705
O7 -0.874 -1.773 -1.226
H13 -0.528 -2.345 -0.540
H14 -1.423 -2.342 -1.774
O8 2.796 -1.064 -1.422
H15 3.613 -0.720 -1.849
H16 2.094 -0.716 -2.010
O9 -2.382 1.766 -0.279
H17 -1.544 1.897 -0.786
H18 -2.725 2.595 -0.044

Cartesian forces (eV/Å) of the 2 atoms listed first:
-0.209 -0.064 0.571
0.074 -0.135 -0.674



# 4
Here is C4H8OS in the gas phase in a non-equilibrium geometry from the OMol25 dataset. Energies are from ωB97M-V/def2-TZVPD.

Multiplicity: 1
Energy above the lowest of the compared OMol25 structures with the same formula, charge and spin: 579.7 kJ/mol
DFT total energy: -630.41411 a.u.
Frontier orbital gap (spin up / spin down): 7.87 / 7.84 eV
HOMO level (spin up / spin down): -8.4949 / -8.4280 eV

Cartesian coordinates (Å):
C1 0.047 2.010 -0.096
C2 -0.956 0.933 -0.299
C3 -0.311 -0.437 -0.823
C4 0.646 -0.958 0.183
O1 2.953 0.136 -0.800
S1 2.062 0.247 0.396
H1 0.107 2.323 0.934
H2 -1.468 0.612 0.736
H3 -1.598 1.457 -1.136
H4 -1.033 -1.165 -1.112
H5 0.303 -0.082 -1.678
H6 0.362 -1.145 1.186
H7 1.152 -1.837 -0.186
H8 2.669 -0.642 1.402

Cartesian forces (eV/Å) of the 2 atoms listed first:
0.657 -0.717 -1.211
-0.922 -0.814 1.644